Entry 1:
C14H16Cl2NO | ωB97M-V/def2-TZVPD

Positions of all 34 atoms, in Å:
C  -1.53  3.83  0.96
C  -1.22  3.42  -0.51
C  -2.43  3.20  -1.39
N  -0.45  2.18  -0.38
C  0.41  1.83  -1.51
C  0.88  0.40  -1.36
C  1.17  -0.48  -2.37
C  1.30  -1.75  -1.69
C  1.10  -1.54  -0.32
C  1.00  -2.60  0.69
C  1.79  -3.72  0.53
C  1.75  -4.77  1.47
Cl  2.56  -6.30  1.16
C  0.97  -4.62  2.60
C  0.21  -3.44  2.79
C  0.24  -2.41  1.84
Cl  -0.77  -1.04  2.15
O  0.90  -0.20  -0.11
H  -0.62  4.02  1.54
H  -2.08  3.05  1.48
H  -2.14  4.73  1.01
H  -0.60  4.18  -0.97
H  -3.11  2.42  -1.01
H  -3.01  4.16  -1.39
H  -2.16  2.95  -2.42
H  0.13  2.25  0.47
H  -1.12  1.45  -0.21
H  1.29  2.53  -1.53
H  -0.08  1.91  -2.50
H  1.28  -0.30  -3.43
H  1.43  -2.73  -2.14
H  2.37  -3.77  -0.41
H  0.92  -5.45  3.28
H  -0.39  -3.35  3.68

Properties
- calculated total energy (Eh) = -1593.2019
- E_LUMO (Ha) = -0.10321
- SMILES = CC(C)[NH2+]Cc1ccc(-c2cc(Cl)ccc2Cl)o1
- total charge = +1

Atom charges from the Mulliken analysis, given in e for atoms 1 to 8: atom 1 (C): -1.392, atom 2 (C): 0.260, atom 3 (C): -1.295, atom 4 (N): -0.043, atom 5 (C): -0.551, atom 6 (C): 0.423, atom 7 (C): -1.006, atom 8 (C): -0.500

Entry 2:
C10H16 | ωB97M-V/def2-TZVPD

Positions of all 26 atoms, in Å:
C  -0.14  -2.75  1.88
C  -0.33  -1.80  0.63
C  0.82  -0.75  0.33
C  1.67  -0.74  -0.73
C  2.76  0.17  -0.84
C  2.95  1.05  0.19
C  1.98  1.12  1.26
C  0.99  0.16  1.36
H  0.07  -2.19  2.77
H  0.34  -3.65  1.72
H  -1.04  -3.00  2.28
H  -0.47  -2.43  -0.25
H  -1.21  -1.29  0.90
H  1.48  -1.36  -1.65
H  3.35  0.10  -1.74
H  3.68  1.89  0.31
H  1.95  1.84  2.21
H  0.16  0.24  2.03
C  -1.63  1.50  -1.54
C  -3.04  2.00  -1.64
H  -1.72  0.63  -0.89
H  -1.26  0.96  -2.44
H  -0.92  2.18  -1.16
H  -3.43  2.28  -0.63
H  -3.69  1.13  -1.97
H  -3.31  2.73  -2.38

Properties
- energy relative to the best compared isomer or geometry (same formula, charge and spin) (eV) = 1.960
- calculated total energy (Eh) = -390.5639
- E_LUMO (Ha) = 0.03372
- SMILES = CCc1ccccc1.CC
- total charge = 0

Atom charges from the Mulliken analysis, given in e for atoms 1 to 8: atom 1 (C): -1.403, atom 2 (C): -0.955, atom 3 (C): 0.700, atom 4 (C): -0.136, atom 5 (C): -0.483, atom 6 (C): -0.491, atom 7 (C): -0.298, atom 8 (C): -0.394

Number 1: HOMO level -11.328 eV. Number 2: HOMO level -9.113 eV.